[1]
One molecule with the formula C4H8O. Source: the Open Molecules 2025 dataset; level of theory: wB97M-V/def2-TZVPD.

XYZ file:
```
13
C4H8O, DFT wB97M-V/def2-TZVPD
C 0.66573 -1.59400 -0.52517
C 0.71977 -0.09347 -0.64745
O 1.25498 0.56731 0.49994
C -0.01773 0.98576 0.02868
C -1.24124 0.95444 0.90664
H 1.70093 -1.93663 -0.64674
H 0.08083 -2.07165 -1.31800
H 0.31546 -1.92711 0.45523
H 1.14858 0.22674 -1.60289
H 0.06215 1.94130 -0.49812
H -1.45149 -0.01796 1.36572
H -1.13825 1.71390 1.69407
H -2.09972 1.25138 0.28811
```

Values from the calculation:
**ΔE to the lowest compared entry with this formula, charge and spin**: 116.3 kJ/mol
**E_tot**: -6323.9622 eV
**SMILES**: C[C@@H]1O[C@@H]1C
**Orbital gap**: 11.008 eV

[2]
A 8-piece molecular cluster, C64H137N7O8 overall in a non-equilibrium geometry. Source: the Open Molecules 2025 dataset; level of theory: wB97M-V/def2-TZVPD.

XYZ file:
```
216
C64H137N7O8, DFT wB97M-V/def2-TZVPD
C -18.01459 11.86986 9.48689
C -18.60008 11.08185 10.69294
C -19.01254 9.67923 10.15151
C -17.51260 10.99650 11.72529
C -17.37673 12.31040 12.45239
C -18.70570 12.75422 13.03284
C -19.79929 12.96603 11.99460
C -21.16220 13.02586 12.74864
C -19.59374 14.30164 11.21956
N -19.90172 11.69692 11.16890
O -20.76451 11.89079 10.11906
H -17.30033 11.17229 9.00679
H -18.72970 11.98289 8.68858
H -17.52667 12.82710 9.79844
H -19.47207 9.75308 9.13529
H -18.09947 9.05909 10.07531
H -19.70531 9.07334 10.76219
H -17.72904 10.21225 12.43959
H -16.64400 10.72539 11.15219
H -16.68014 12.13093 13.25547
H -16.96029 13.10932 11.82276
H -18.59472 13.60349 13.67365
H -19.01733 11.98274 13.69254
H -21.43824 12.08227 13.13078
H -21.89552 13.34119 11.99531
H -21.29273 13.74137 13.50074
H -20.24935 14.45259 10.34353
H -18.57270 14.41039 10.99519
H -19.92389 15.16279 11.86745
H -20.35928 12.50727 9.52962
C -25.81024 16.52095 11.82211
C -26.88310 16.50013 10.72714
C -28.20909 16.43072 11.46604
C -26.89721 17.71346 9.80164
C -25.64563 17.74237 8.91488
C -25.39211 16.39499 8.10740
C -25.62147 15.09071 8.92964
C -25.93609 14.00623 7.93562
C -24.34963 14.83572 9.77514
N -26.83768 15.31970 9.81595
O -26.89837 14.15892 10.60976
H -24.86589 16.83963 11.38764
H -26.07029 17.24384 12.62874
H -25.78573 15.49277 12.22193
H -28.15835 15.77411 12.34270
H -28.43839 17.43465 11.81498
H -29.04091 16.09177 10.86582
H -27.80823 17.69151 9.18871
H -27.04498 18.54186 10.43931
H -25.74443 18.56092 8.18350
H -24.76105 17.92678 9.53395
H -24.36539 16.46519 7.66270
H -26.05159 16.36173 7.22716
H -25.15725 13.88460 7.20744
H -26.82768 14.38640 7.46359
H -26.10876 13.04707 8.45578
H -24.46904 14.24161 10.67540
H -23.96291 15.79367 10.10759
H -23.57038 14.36421 9.10200
H -27.83812 13.91426 10.37718
C -24.80470 8.61689 16.12255
C -25.11279 10.12462 15.82710
C -26.19347 10.58431 16.78997
C -23.88052 10.97242 16.01495
C -24.07394 12.33205 15.24637
C -24.54162 12.07886 13.78742
C -25.87412 11.31456 13.73376
C -26.98147 12.20466 14.23191
C -26.10008 10.98273 12.29641
N -25.58922 10.08321 14.41714
O -26.81094 9.35884 14.43146
H -24.05603 8.07908 15.47753
H -24.34923 8.59541 17.09707
H -25.75663 8.08353 16.16011
H -26.15212 9.89897 17.62092
H -26.03791 11.55852 17.23513
H -27.18301 10.61527 16.39197
H -23.83672 11.09008 17.06576
H -22.97075 10.44868 15.63540
H -24.77496 12.94331 15.83437
H -23.19753 12.98443 15.33644
H -23.74979 11.44229 13.37320
H -24.66837 12.96985 13.17400
H -27.92606 11.74733 14.43401
H -27.11435 13.03578 13.56186
H -26.65000 12.73375 15.12340
H -25.95548 11.84905 11.65230
H -27.14851 10.75050 12.13683
H -25.44975 10.17225 11.99818
H -26.84426 8.80519 13.66257
C -27.39556 10.99269 4.53590
C -27.88139 10.76968 5.94633
C -26.63720 10.73122 6.80572
C -28.86594 11.93637 6.33539
C -29.35334 11.72783 7.72375
C -30.20977 10.46844 7.66913
C -29.43441 9.26217 7.22715
C -28.56142 8.72540 8.39576
C -30.43459 8.11377 6.89309
N -28.61767 9.54170 6.01485
O -27.72811 8.47609 5.68898
H -28.26918 11.24033 3.88607
H -26.67916 11.85225 4.49655
H -26.88237 10.04405 4.18632
H -26.07233 9.80443 6.51844
H -26.02849 11.62156 6.47475
H -26.67263 10.75175 7.86614
H -28.31971 12.89297 6.22251
H -29.66590 11.86436 5.54968
H -28.52661 11.67002 8.39279
H -29.99174 12.58936 8.07309
H -31.03444 10.60432 6.91100
H -30.75774 10.25318 8.64243
H -29.13729 8.40346 9.26939
H -27.94445 9.49074 8.74770
H -28.02946 7.88250 8.02738
H -31.23838 8.25974 7.60675
H -29.95602 7.12118 7.03720
H -30.87734 8.33618 5.87718
H -28.31674 7.99480 5.13278
C -22.14511 7.51783 6.02609
C -23.32949 7.53380 5.03528
C -23.75523 8.99560 4.91074
C -22.98788 6.90814 3.70062
C -22.76239 5.40239 3.85599
C -24.07538 4.84152 4.33394
C -24.63234 5.37583 5.66418
C -26.11390 4.92406 5.71628
C -23.85236 4.81767 6.84948
N -24.62965 6.86067 5.53110
O -25.08290 7.53490 6.68346
H -21.55778 8.39867 5.76955
H -22.64433 7.60973 6.96345
H -21.54037 6.62770 5.94901
H -23.79541 9.45488 5.84865
H -23.01050 9.51228 4.28621
H -24.75694 8.99322 4.33784
H -23.79274 7.16214 2.99259
H -22.14310 7.44850 3.29477
H -22.69358 4.89636 2.88093
H -21.94909 5.16060 4.48722
H -24.05438 3.78126 4.46426
H -24.86620 5.05262 3.62082
H -26.52060 5.30247 6.66759
H -26.16235 3.83286 5.81090
H -26.63563 5.24778 4.85404
H -24.30517 3.86717 7.06048
H -24.08185 5.42374 7.72333
H -22.77006 4.87584 6.65699
H -25.95093 7.86635 6.48901
C -24.81878 17.20008 1.42459
C -24.51788 17.20029 2.96974
C -23.59985 18.41856 3.18004
C -25.79834 17.30714 3.72436
C -26.57161 16.01507 3.76430
C -25.75626 14.97652 4.51560
C -24.49831 14.64469 3.73305
C -23.52218 13.88012 4.65951
C -24.84460 13.79613 2.52605
N -23.85413 16.02630 3.51556
O -22.61081 15.79349 2.85049
H -24.01380 16.75228 0.80756
H -25.69180 16.55763 1.16459
H -24.98373 18.17498 1.05152
H -24.01938 19.31572 2.76164
H -23.59509 18.70649 4.24247
H -22.65408 18.25241 2.72586
H -25.49677 17.59381 4.72157
H -26.36358 18.17967 3.37766
H -27.56589 16.15015 4.24676
H -26.70225 15.56871 2.76264
H -26.36933 14.05712 4.62023
H -25.56854 15.36762 5.49899
H -23.89949 12.79996 4.71990
H -23.54251 14.33252 5.65113
H -22.54919 13.96967 4.14698
H -25.06603 12.83439 2.96594
H -23.95708 13.74985 1.90572
H -25.62639 14.19692 1.92044
H -22.78219 15.25012 2.09240
C -22.97868 8.21695 11.72694
C -23.03647 6.93921 10.85309
C -22.00056 7.14625 9.77532
C -22.59816 5.70487 11.73030
C -23.64217 5.16610 12.62023
C -24.92708 4.95544 11.81433
C -25.39036 6.26983 11.12500
C -26.58177 5.92478 10.22348
C -25.88667 7.31967 12.10495
N -24.34241 6.65878 10.23551
O -24.84556 7.73522 9.41965
H -21.96043 8.44125 11.92428
H -23.47354 9.00312 11.11674
H -23.42829 8.17851 12.71467
H -21.00730 7.06406 10.17495
H -22.12258 6.39614 8.99384
H -22.04581 8.11482 9.21351
H -22.31092 4.94373 11.03768
H -21.70994 5.91243 12.31887
H -23.30109 4.16990 13.04533
H -23.80304 5.72995 13.52412
H -25.64474 4.65438 12.55092
H -24.81311 4.17252 11.12891
H -27.02875 6.88816 9.86359
H -27.39536 5.39540 10.74947
H -26.20045 5.37783 9.30172
H -25.22370 7.73182 12.84181
H -26.66462 6.76716 12.70005
H -26.36716 8.08053 11.55201
H -24.71322 7.54494 8.47103
C -22.98792 11.12997 8.07619
O -21.68849 10.76432 7.48938
H -23.49906 10.15941 8.36257
H -22.93381 11.80587 8.94376
H -23.65961 11.56028 7.27862
H -21.18589 10.56971 8.29636
```

Values from the calculation:
**ΔE to the lowest compared entry with this formula, charge and spin**: 0.0 kJ/mol
**E_tot**: -95390.6868 eV
**SMILES**: CC1(C)CCCC(C)(C)N1O.CC1(C)CCCC(C)(C)N1O.CC1(C)CCCC(C)(C)N1O.CC1(C)CCCC(C)(C)N1O.CC1(C)CCCC(C)(C)N1O.CC1(C)CCCC(C)(C)N1O.CC1(C)CCCC(C)(C)N1O.CO
**Orbital gap**: 8.635 eV

[3]
A 2-piece molecular cluster, C6H12N2S overall in a non-equilibrium geometry. Source: the Open Molecules 2025 dataset; level of theory: wB97M-V/def2-TZVPD.

XYZ file:
```
21
C6H12N2S, DFT wB97M-V/def2-TZVPD
C -0.85855 1.13957 1.73236
C -0.73237 -0.35135 1.45183
C -1.49149 -1.36429 0.97730
N -0.71576 -2.51685 0.69515
C 0.60568 -2.18567 1.12120
N 0.73418 -0.92467 1.50068
H 0.07906 1.65190 1.51676
H -0.92149 1.39466 2.92333
H -1.47032 1.62039 1.04328
H -2.53691 -1.57278 0.99119
H -1.10474 -3.44658 0.75202
H 1.34544 -2.89836 0.85788
C 2.16376 1.20223 -1.81645
S 0.80310 2.09552 -1.15022
C -0.61784 1.01138 -1.56970
H 1.93710 1.00387 -3.06616
H 3.22628 1.66434 -1.60333
H 2.36236 0.14271 -1.34468
H -0.47443 0.44509 -2.54153
H -1.56424 1.62135 -1.66513
H -0.76879 0.26754 -0.80580
```

Values from the calculation:
**ΔE to the lowest compared entry with this formula, charge and spin**: 241.7 kJ/mol
**E_tot**: -20229.6601 eV
**SMILES**: Cc1c[nH]cn1.CSC
**Orbital gap**: 9.026 eV